The following is a quantum chemistry calculation of a cluster of 2 separate species, C18H32FN4O3 in total in a non-equilibrium geometry, from the Open Molecules 2025 dataset.

Kohn-Sham gap in hartree: 0.241
E_tot in eV: -33998.340
Total charge: +1
Highest occupied orbital energy in eV: -10.6537

Atoms and positions in Å:
N (-5.04333, 2.14606, -4.07368)
C (-3.76484, 2.63894, -3.84208)
N (-3.57978, 4.01008, -3.74470)
N (-2.75384, 1.81329, -3.81684)
C (-3.06324, 0.40286, -3.43131)
C (-2.88859, 0.08844, -1.94372)
C (-3.60085, 1.01263, -0.95510)
F (-4.15671, 0.23715, 0.04330)
C (-1.47011, 2.32505, -3.26925)
C (-0.28134, 1.40590, -3.52910)
C (0.93594, 1.99883, -2.83172)
N (2.07709, 1.11623, -2.92183)
C (3.05789, 1.37694, -1.83833)
C (2.68556, 0.57184, -0.61589)
C (2.88818, -0.80914, -0.63947)
C (2.53147, -1.61014, 0.44253)
C (1.96841, -1.00426, 1.56179)
C (1.79081, 0.37212, 1.61767)
C (2.14897, 1.16524, 0.52662)
O (2.00424, 2.54396, 0.61096)
H (-5.58261, 2.92119, -4.44922)
H (-5.50810, 1.91539, -3.19696)
H (-3.43388, 4.55239, -4.57857)
H (-3.56482, 4.47847, -2.85740)
H (-4.05340, 0.11380, -3.75080)
H (-2.37258, -0.22923, -3.97918)
H (-1.84937, -0.00374, -1.64854)
H (-3.32790, -0.89505, -1.80282)
H (-4.43262, 1.56746, -1.38714)
H (-2.88758, 1.66502, -0.45775)
H (-1.54624, 2.52809, -2.20259)
H (-1.23749, 3.27089, -3.73815)
H (-0.09758, 1.39336, -4.60288)
H (-0.44079, 0.38796, -3.19719)
H (1.13211, 3.00577, -3.21982)
H (0.66358, 2.14653, -1.78702)
H (2.55815, 1.28346, -3.79709)
H (3.08609, 2.43079, -1.55947)
H (4.04975, 1.10544, -2.18315)
H (3.32799, -1.26485, -1.51496)
H (2.68311, -2.67614, 0.40430)
H (1.65890, -1.58185, 2.41678)
H (1.36312, 0.82302, 2.49916)
H (1.10238, 2.80060, 0.41406)
O (1.39740, -1.43069, 4.62453)
C (1.74354, -2.37312, 5.28605)
O (2.12372, -3.49471, 4.65132)
C (2.71448, -4.61413, 5.32285)
C (1.66918, -5.54805, 5.89502)
C (1.68440, -2.34975, 6.79413)
H (3.42761, -4.27777, 6.07599)
H (3.28952, -5.12844, 4.55520)
H (1.06416, -5.05734, 6.65748)
H (2.14467, -6.42009, 6.34344)
H (0.99357, -5.88329, 5.10827)
H (0.67182, -2.60090, 7.10669)
H (1.91334, -1.34024, 7.12564)
H (2.38641, -3.02226, 7.28000)

Atoms 1-2, force components in eV/Å:
N -0.050 0.790 0.225
C -0.102 0.141 -0.661

These are the Mulliken partial charges, in e, on atoms 1 to 4: -0.431, 0.299, -0.461, 0.354